Density functional theory data (ωB97M-V/def2-TZVPD) for a 2-piece molecular cluster, C16H34BrClN6O3P overall at a distorted geometry.

Geometry as XYZ:
```
62
Properties=species:S:1:pos:R:3
C -2.3839 5.6064 3.5728
C -0.8464 5.3498 4.0863
C 0.3093 6.1543 3.2465
N 0.2105 6.0356 1.7416
N -0.0760 4.7479 1.3171
C -1.1594 4.6609 0.2638
C -2.0613 5.8501 -0.4626
O -3.5052 5.5693 -0.4945
C -4.2490 6.3348 0.5179
C -1.3565 3.0811 -0.1336
N -0.3163 2.4670 0.7779
C 0.0225 0.9706 0.8767
C -0.8917 0.0268 -0.1119
O -0.9488 0.1682 -1.4475
Cl -1.8709 -1.3656 0.7071
C 0.5155 3.3982 1.6583
Br 1.9863 3.0357 2.9639
H -2.9511 6.1349 4.4793
H -2.3751 6.2885 2.6206
H -2.9061 4.5505 3.3790
H -0.6874 4.1667 4.0726
H -0.7350 5.6731 5.2298
H 0.1600 7.3122 3.4956
H 1.4161 5.9094 3.5724
H 1.0547 6.4388 1.2599
H -1.7729 6.9087 -0.0405
H -1.7024 5.8547 -1.6012
H -3.6605 7.2222 1.0034
H -4.6792 5.5599 1.2882
H -5.1849 6.8297 -0.0331
H -2.1002 2.6024 -0.9129
H -0.0003 0.6397 2.0135
H 1.1491 0.8924 0.4896
O 2.4892 -3.2137 -0.6374
P 1.6424 -4.4864 -0.8834
N 2.8897 -5.1997 -1.7802
C 2.9070 -5.5834 -3.1731
C 4.1263 -5.5405 -1.0855
N 0.5521 -3.6803 -1.9460
C 0.2879 -4.0258 -3.3340
C 0.3934 -2.2311 -1.7881
N 0.6688 -5.9494 -1.1663
C -0.6281 -5.8473 -0.4560
C 1.2496 -7.2318 -0.7307
H 2.0376 -6.1796 -3.4511
H 3.7691 -6.2115 -3.4294
H 2.9658 -4.7028 -3.8182
H 4.0435 -6.5205 -0.6075
H 4.3633 -4.8133 -0.3029
H 4.9941 -5.5611 -1.7548
H 1.0630 -3.6422 -4.0020
H -0.6676 -3.6014 -3.6639
H 0.1766 -5.1010 -3.4906
H 1.2226 -1.6864 -2.2500
H 0.3353 -1.9587 -0.7271
H -0.5405 -1.8748 -2.2382
H -0.4789 -5.7979 0.6288
H -1.2699 -6.7053 -0.6876
H -1.1950 -4.9607 -0.7530
H 1.5959 -7.1793 0.3077
H 2.0837 -7.5438 -1.3633
H 0.5198 -8.0455 -0.8123
```

- Kohn-Sham gap (eV) = 5.121
- E_HOMO (eV) = -9.295
- charge = +1
- total energy (hartree) = -4559.1510